Entry P
ORCA calculation (ωB97M-V with the def2-TZVPD basis set) on a molecular structure, C40H52N11O10S3Sn.

Highest occupied orbital energy (Ha): -0.17105
Total charge: -1
Lowest unoccupied orbital energy (eV): 2.3

Element x y z (Å)
Sn1 -0.10660 0.16670 -0.46290
C1 4.05550 -2.41050 -3.84140
N1 3.14470 -2.75120 -2.77650
C2 3.49210 -3.67820 -1.85830
C3 2.64770 -4.01920 -0.86220
C4 1.41540 -3.30140 -0.77840
N2 1.07620 -2.39730 -1.67780
C5 1.90970 -2.05880 -2.67820
O1 1.65910 -1.21160 -3.51240
N3 0.52180 -3.63500 0.16770
H1 4.28810 -3.29630 -4.43530
H2 4.97650 -1.98730 -3.43760
H3 3.56100 -1.67310 -4.47170
H4 4.47520 -4.11880 -1.96360
H5 2.91420 -4.73090 -0.10410
H6 0.92240 -3.90160 1.05820
H7 -0.24540 -2.96990 0.28630
C6 3.05560 -0.53430 2.86020
S1 2.24460 -1.73940 1.79740
O2 3.32390 -2.53720 1.22810
O3 1.32890 -2.54020 2.59550
O4 1.57780 -0.94310 0.74920
H8 3.55050 -1.07720 3.65350
H9 2.28310 0.12190 3.23150
H10 3.76560 -0.01350 2.23270
C7 2.48130 1.43680 -4.86130
N4 2.59880 2.32290 -3.72340
N5 2.79800 1.72260 -2.48900
C8 2.10160 2.41940 -1.50700
O5 2.06220 2.09950 -0.31460
C9 1.51990 3.52770 -2.19000
C10 1.75580 3.37520 -3.52360
C11 1.21920 4.19580 -4.63680
C12 3.90790 0.90860 -2.24840
C13 3.87320 -0.03550 -1.22770
C14 4.99620 -0.78250 -0.92450
C15 6.16740 -0.60250 -1.64310
C16 6.20290 0.32980 -2.66810
C17 5.08790 1.08990 -2.97030
H11 3.42080 0.91210 -5.02750
H12 2.23020 2.02120 -5.74050
H13 1.68690 0.70950 -4.67210
H14 0.91730 4.27790 -1.72390
H15 1.03640 5.20620 -4.27960
H16 0.26080 3.76590 -4.94190
H17 1.89520 4.22580 -5.48900
H18 2.96850 -0.18730 -0.66600
H19 4.92840 -1.51460 -0.13290
H20 7.04860 -1.17810 -1.39770
H21 7.11550 0.47710 -3.22790
H22 5.14240 1.83920 -3.74730
O6 -0.77230 2.01330 1.12200
S2 0.30880 2.54630 1.99120
C18 -0.62400 3.18350 3.46920
C19 -1.14870 4.56000 3.11940
C20 -0.00630 5.26130 2.39680
C21 0.46200 4.28860 1.33210
H23 0.08520 3.21260 4.29390
H24 -1.40350 2.46170 3.68720
H25 -1.47390 5.10550 4.00820
H26 -1.99620 4.46350 2.44100
H27 0.79710 5.46870 3.10550
H28 -0.32660 6.20910 1.96050
H29 1.49300 4.43730 1.02510
H30 -0.18530 4.29560 0.45810
C22 -3.93530 0.07170 2.71970
C23 -4.07740 -1.44520 2.77570
C24 -2.73720 -2.16090 3.06100
C25 -2.93020 -3.68590 3.07480
C26 -1.65970 -4.39650 3.53360
C27 -2.23810 -1.72020 4.42120
O7 -2.79130 -2.00750 5.46530
N6 -1.13570 -0.93260 4.39210
C28 -0.55690 -0.34850 3.23740
O8 0.25080 0.55100 3.44600
N7 -0.92970 -0.78510 2.05350
C29 -1.78700 -1.79420 1.92220
O9 -1.88670 -2.39810 0.85500
H31 -4.88760 0.53170 2.46040
H32 -3.19530 0.36140 1.97660
H33 -3.61550 0.45820 3.68640
H34 -4.46080 -1.81640 1.82220
H35 -4.78220 -1.71540 3.56590
H36 -3.17680 -3.99580 2.05800
H37 -3.76410 -3.93440 3.73640
H38 -0.79210 -4.01070 2.99920
H39 -1.73840 -5.46650 3.35190
H40 -1.50710 -4.24220 4.60000
H41 -0.76490 -0.60350 5.27680
C30 -2.86940 4.60380 -5.72090
C31 -2.58550 3.95430 -4.39470
C32 -3.27640 4.33510 -3.24490
C33 -2.95450 3.64450 -2.08340
N8 -2.08250 2.66220 -2.04710
C34 -1.48080 2.33450 -3.20840
S3 -0.42630 1.01400 -3.22510
N9 -1.68810 2.99040 -4.36840
H42 -3.27500 5.60330 -5.57850
H43 -3.60810 4.00900 -6.25940
H44 -1.97240 4.65610 -6.33240
H45 -4.01950 5.11730 -3.26030
H46 -3.43740 3.89330 -1.14200
N10 -1.83450 -4.82920 -1.71460
C35 -3.07790 -4.41820 -2.03160
O10 -3.91680 -5.15610 -2.51910
C36 -3.34960 -2.98480 -1.71320
C37 -4.64370 -2.60570 -1.37320
C38 -4.87920 -1.29520 -0.99970
C39 -3.80840 -0.41270 -0.96900
N11 -2.58470 -0.75830 -1.33000
C40 -2.35980 -2.00500 -1.70920
H47 -1.60860 -5.80240 -1.83930
H48 -1.18410 -4.23760 -1.22030
H49 -5.43190 -3.34500 -1.39500
H50 -5.87090 -0.97120 -0.71960
H51 -3.92780 0.61110 -0.64200
H52 -1.34610 -2.20670 -2.03970

Entry Q
ORCA calculation (ωB97M-V with the def2-TZVPD basis set) on a molecular structure, C40H52N11O10S3Sn.

Highest occupied orbital energy (Ha): -0.17132
Total charge: -1
Lowest unoccupied orbital energy (eV): 2.1

Element x y z (Å)
Sn1 0.08937 -0.91274 -0.11642
C1 -2.23924 4.43262 -0.90862
N1 -2.03512 3.42513 0.12494
C2 -3.09053 2.95395 0.82627
C3 -2.95919 2.02033 1.79285
C4 -1.64193 1.50055 1.98359
N2 -0.62525 1.89739 1.25279
C5 -0.74428 2.90024 0.33560
O1 0.21215 3.37161 -0.25940
N3 -1.37448 0.57667 2.93871
H1 -2.77000 5.28762 -0.48552
H2 -2.79320 4.00201 -1.73838
H3 -1.26001 4.74468 -1.25665
H4 -4.05026 3.38456 0.56848
H5 -3.80922 1.65716 2.34917
H6 -2.14080 -0.01981 3.20471
H7 -0.49742 0.07382 2.80718
C6 1.01285 1.10596 -3.16764
S1 1.46237 -0.59452 -3.39228
O2 0.62255 -1.13507 -4.44041
O3 2.88767 -0.61141 -3.67295
O4 1.16606 -1.22577 -2.07189
H8 1.29582 1.63952 -4.07268
H9 1.54851 1.50528 -2.30804
H10 -0.05842 1.17508 -2.99892
C7 6.82131 0.35899 -2.25981
N4 5.53625 -0.23909 -1.98347
N5 4.58374 0.47245 -1.26650
C8 3.71432 -0.42636 -0.65447
O5 2.71159 -0.08034 -0.03079
C9 4.26280 -1.72589 -0.91719
C10 5.34763 -1.55926 -1.71181
C11 6.27069 -2.57609 -2.28324
C12 4.24218 1.79106 -1.63801
C13 3.77239 2.65448 -0.65729
C14 3.39037 3.93798 -1.01196
C15 3.50364 4.36805 -2.32539
C16 3.97978 3.49781 -3.29788
C17 4.33452 2.20136 -2.96371
H11 6.70801 1.43889 -2.29409
H12 7.17684 0.02176 -3.23294
H13 7.56347 0.10973 -1.49375
H14 3.80313 -2.65023 -0.61660
H15 5.97577 -3.56614 -1.94501
H16 7.30497 -2.39901 -1.98064
H17 6.22490 -2.55480 -3.37336
H18 3.67679 2.29874 0.35936
H19 2.99285 4.60290 -0.25707
H20 3.20394 5.37255 -2.59462
H21 4.04391 3.81710 -4.33047
H22 4.62999 1.48571 -3.71926
O6 -2.67947 -0.93784 0.90435
S2 -3.99993 -1.61881 0.72505
C18 -4.71115 -1.89003 2.38705
C19 -4.30843 -3.28319 2.84429
C20 -4.45432 -4.15041 1.59941
C21 -3.69634 -3.40718 0.50774
H23 -5.79301 -1.79591 2.26216
H24 -4.35644 -1.07618 3.01907
H25 -4.92969 -3.62733 3.67398
H26 -3.26628 -3.27616 3.17283
H27 -5.50981 -4.26105 1.32939
H28 -4.03768 -5.14837 1.73939
H29 -3.98148 -3.68123 -0.50507
H30 -2.61836 -3.50491 0.63608
C22 -5.38692 0.62637 -1.49789
C23 -4.96549 0.85144 -2.94292
C24 -3.69010 0.10492 -3.35817
C25 -3.38238 0.48453 -4.83018
C26 -2.28364 -0.32859 -5.50184
C27 -3.92703 -1.38995 -3.33380
O7 -4.90888 -1.91766 -3.81743
N6 -2.92944 -2.13703 -2.76754
C28 -1.90207 -1.62339 -1.98104
O8 -1.20670 -2.43484 -1.34588
N7 -1.70717 -0.31513 -1.85130
C29 -2.52068 0.56976 -2.47359
O9 -2.35779 1.77765 -2.35715
H31 -6.24992 1.24719 -1.24859
H32 -4.57831 0.88187 -0.80645
H33 -5.66456 -0.41353 -1.32253
H34 -4.77569 1.91236 -3.11305
H35 -5.76004 0.53496 -3.62032
H36 -3.12855 1.54655 -4.82088
H37 -4.31969 0.37048 -5.38052
H38 -1.38828 -0.42738 -4.88588
H39 -1.97999 0.14588 -6.43591
H40 -2.62933 -1.33617 -5.74296
H41 -3.01012 -3.14286 -2.80013
C30 -2.32208 -2.95503 6.53369
C31 -1.06298 -3.02048 5.71395
C32 0.19407 -3.00323 6.30735
C33 1.26869 -3.04143 5.43593
N8 1.14255 -3.10017 4.12195
C34 -0.10971 -3.10614 3.61604
S3 -0.35437 -3.18806 1.90807
N9 -1.21630 -3.06674 4.39947
H42 -2.15390 -3.30126 7.55326
H43 -3.09835 -3.55805 6.06513
H44 -2.68263 -1.92498 6.58006
H45 0.32443 -2.96153 7.37946
H46 2.28843 -3.02399 5.81398
N10 2.69981 3.99674 2.52460
C35 3.50226 3.17981 3.25934
O10 4.40565 3.61243 3.95625
C36 3.22340 1.72008 3.12294
C37 4.23045 0.79098 3.35079
C38 3.95938 -0.54518 3.12670
C39 2.69339 -0.90903 2.68050
N11 1.70767 -0.03107 2.51630
C40 1.97403 1.24815 2.74592
H47 2.84755 4.98741 2.59783
H48 2.02064 3.64429 1.86980
H49 5.20603 1.13523 3.67035
H50 4.71843 -1.30285 3.26753
H51 2.45694 -1.93595 2.44132
H52 1.14791 1.92402 2.56721

Most stable structure: entry Q

Entry P
ORCA calculation (ωB97M-V with the def2-TZVPD basis set) on 2 unconnected molecules or ions with the total composition C2H6NO2P.

Highest occupied orbital energy (spin up / spin down) (Ha): -0.27024 / -0.29442
Lowest unoccupied orbital energy (spin up / spin down) (eV): 0.1 / 0.3

Element x y z (Å)
C1 -1.20291 -0.83168 0.07599
C2 1.75075 -0.52376 0.02580
N1 0.74385 0.12654 0.81970
O1 -1.30046 -1.99168 0.07237
O2 0.44869 1.39558 0.24759
P1 -2.10688 0.69670 0.02605
H1 2.57381 0.17185 -0.17110
H2 2.11640 -1.36473 0.61012
H3 1.39279 -0.89070 -0.94338
H4 0.31315 1.98939 0.99670
H5 -3.22214 0.12901 -0.60364
H6 -1.50706 1.09347 -1.15620

Entry Q
ORCA calculation (ωB97M-V with the def2-TZVPD basis set) on C2H6NO2P in the gas phase.

Highest occupied orbital energy (Ha): -0.29083
Lowest unoccupied orbital energy (eV): 0.6

Element x y z (Å)
C1 -0.65504 -1.37172 -0.25761
C2 -0.40159 -0.79349 1.07921
N1 0.03296 1.54894 -0.35668
O1 2.32000 0.54500 0.64962
O2 0.60529 -0.92364 -0.80960
P1 1.05669 -0.14983 0.55908
H1 -0.51736 -2.41300 -0.47907
H2 -1.35024 -1.00187 -0.91029
H3 -0.72760 -1.13703 2.11528
H4 -1.00066 1.70368 -0.33383
H5 0.21369 1.59431 -1.37788
H6 0.42387 2.39864 0.12177

Most stable structure: entry Q

Entry P
ORCA calculation (ωB97M-V with the def2-TZVPD basis set) on 5 unconnected molecules or ions with the total composition C2H12O5.

Highest occupied orbital energy (Ha): -0.38576
Lowest unoccupied orbital energy (eV): 0.1

Element x y z (Å)
C1 -1.88720 -0.33468 0.98340
C2 -0.84394 -1.42596 0.73306
O1 0.22028 -1.55165 1.36308
H1 -2.65677 -0.67038 0.32024
H2 -1.50764 0.57135 0.54811
H3 -2.18965 -0.19155 2.07341
H4 -1.11891 -2.07058 0.02134
O2 1.95878 2.32951 0.25406
H5 1.44649 2.71552 0.89142
H6 1.93798 1.41979 0.45321
O3 2.32902 -0.33330 0.27003
H7 3.25165 -0.64396 0.18088
H8 1.87245 -1.08766 0.44543
O4 -2.64394 2.12593 -0.61969
H9 -1.98624 2.95067 -0.39804
H10 -1.99474 1.48322 -0.81682
O5 0.48524 -1.58844 -2.44388
H11 -0.32707 -1.05946 -2.62743
H12 0.86424 -0.70944 -1.97937

Entry Q
ORCA calculation (ωB97M-V with the def2-TZVPD basis set) on 5 unconnected molecules or ions with the total composition C2H12O5.

Highest occupied orbital energy (Ha): -0.34608
Lowest unoccupied orbital energy (eV): 0.0

Element x y z (Å)
C1 3.42485 1.02421 -1.15642
C2 2.30866 0.46995 -0.71436
O1 1.58400 -0.39577 -1.48780
H1 3.78826 1.88224 -0.61603
H2 3.84741 0.64331 -2.05808
H3 1.71301 0.98569 0.04216
H4 1.05493 -0.98439 -0.93544
O2 0.73190 -3.11225 -0.35125
H5 0.57526 -2.66388 0.48960
H6 1.64685 -3.40963 -0.27852
O3 -0.74559 0.25688 1.90912
H7 0.04147 -0.15702 1.54386
H8 -1.04723 -0.34713 2.59550
O4 -4.13941 -0.53913 0.99824
H9 -3.86462 0.08794 0.31353
H10 -4.10678 0.09069 1.73380
O5 -2.57846 2.01016 -0.42630
H11 -2.28848 1.42420 -1.13627
H12 -1.94604 2.73393 -0.46534

Most stable structure: entry Q

Entry P
ORCA calculation (ωB97M-V with the def2-TZVPD basis set) on a molecular structure, C18H29Cl2F5GeMoN3OS.

Highest occupied orbital energy (spin up / spin down) (Ha): -0.12351 / -0.12351
Multiplicity: 3
Total charge: -1
⟨S²⟩: 2.017
Lowest unoccupied orbital energy (spin up / spin down) (eV): 0.9 / 0.1

Element x y z (Å)
Mo1 1.64576 3.44769 -2.79405
C1 2.00289 -4.21505 -0.64382
C2 0.99450 -4.20632 0.64699
N1 0.47232 -2.96984 0.98006
C3 -0.71561 -2.49256 0.30723
C4 -0.49631 -1.98765 -1.12307
N2 -0.99981 -2.74681 -2.26981
C5 -0.18372 -3.13700 -3.46423
C6 1.14167 -4.02921 -3.11715
N3 1.03125 -4.66380 -1.77606
H1 2.78099 -5.02405 -0.49030
H2 2.49297 -3.26544 -0.95054
H3 1.49573 -4.59391 1.54655
H4 0.22001 -5.07530 0.50745
H5 0.14774 -3.02677 1.95911
H6 -1.09461 -1.68865 0.84133
H7 -1.57074 -3.13403 0.05585
H8 0.59530 -1.89184 -1.15520
H9 -0.90320 -0.86656 -1.20154
H10 -1.93452 -2.43253 -2.54737
H11 0.12502 -2.21015 -4.07879
H12 -0.80005 -3.71332 -4.08773
H13 2.02972 -3.43564 -3.22592
H14 1.06693 -4.71751 -3.95513
H15 0.06140 -4.67089 -1.61805
Cl1 -0.26733 3.56292 8.45034
C7 -0.52932 2.79824 6.84719
C8 -1.83125 2.28478 6.68364
C9 -2.09124 1.63285 5.49365
C10 -1.11027 1.57207 4.51284
C11 0.16883 2.11891 4.69554
Cl2 1.41382 1.95136 3.49825
C12 0.60502 2.73890 5.95487
S1 2.25588 3.04776 6.41300
H16 -2.59089 2.37503 7.44173
H17 -3.04077 1.16462 5.38942
H18 -1.29020 1.00151 3.59983
C13 0.24294 1.33914 0.47224
Ge1 -1.07865 2.57130 -0.28456
C14 -2.24340 1.38438 -1.22486
C15 -1.72872 3.82447 1.03714
C16 -0.00049 3.92634 -1.51983
H19 0.72020 0.79062 -0.31445
H20 -0.18391 0.57115 1.10177
H21 1.09616 2.02465 0.71742
H22 -1.60638 0.93747 -1.97993
H23 -3.17908 1.83252 -1.65360
H24 -2.47785 0.49170 -0.62113
H25 -2.54626 4.26110 0.51656
H26 -0.96602 4.49352 1.48798
H27 -2.22867 3.21385 1.81194
H28 0.22497 4.87834 -0.81930
H29 -0.86717 4.16332 -2.12922
F1 2.26937 0.17992 -2.76746
C17 1.80834 1.19994 -3.51873
F2 0.44547 1.14423 -3.09039
C18 2.05482 0.77183 -4.91583
F3 1.33618 -0.28085 -5.25289
F4 1.87592 1.76617 -5.74564
F5 3.31688 0.32600 -5.13828
O1 2.41746 4.68712 -3.49504

Entry Q
ORCA calculation (ωB97M-V with the def2-TZVPD basis set) on a molecular structure, C18H29Cl2F5GeMoN3OS.

Highest occupied orbital energy (spin up / spin down) (Ha): -0.17637 / -0.17653
Multiplicity: 3
Total charge: -1
⟨S²⟩: 2.026
Lowest unoccupied orbital energy (spin up / spin down) (eV): 1.8 / 1.0

Element x y z (Å)
Mo1 -2.24352 1.65827 4.28866
C1 0.72200 1.31222 -3.51851
C2 1.69997 0.59528 -4.43589
N1 1.54129 -0.86182 -4.49616
C3 1.49068 -1.58598 -3.25252
C4 0.20228 -1.56777 -2.55309
N2 -0.84760 -2.08705 -3.32861
C5 -1.30471 -1.12307 -4.26342
C6 -1.73490 0.35692 -3.78242
N3 -0.66089 1.36382 -4.04360
H1 0.94108 2.43404 -3.51543
H2 0.97078 0.90166 -2.54217
H3 2.67733 0.88526 -3.97535
H4 1.81141 0.91310 -5.48115
H5 1.93554 -1.40881 -5.38411
H6 2.20847 -1.38364 -2.42220
H7 1.63161 -2.64134 -3.41184
H8 -0.02846 -0.62133 -2.13407
H9 0.33009 -2.22063 -1.76041
H10 -1.62290 -2.32583 -2.73142
H11 -2.20623 -1.59989 -4.68019
H12 -0.67422 -0.95084 -5.09978
H13 -2.01137 0.29227 -2.77554
H14 -2.50396 0.72284 -4.39606
H15 -1.12783 2.18824 -3.64616
Cl1 -2.31150 1.94077 1.71213
C7 -1.99249 3.68042 1.54270
C8 -2.69096 4.42484 0.59642
C9 -2.59696 5.80166 0.48321
C10 -1.71272 6.44055 1.35977
C11 -0.95904 5.65573 2.19081
Cl2 0.00992 6.60791 3.35728
C12 -1.17420 4.28418 2.48196
S1 -0.73672 3.60584 4.13108
H16 -3.43314 3.85889 0.01870
H17 -3.30338 6.33142 -0.20801
H18 -1.59184 7.55068 1.48720
C13 1.53274 -0.39638 3.25529
Ge1 0.00170 -1.39632 2.97574
C14 -0.95227 -1.53935 0.99346
C15 -0.06776 -3.08575 3.87386
C16 -1.38489 -0.39034 4.21524
H19 1.04960 0.65458 3.21970
H20 2.29180 -0.58852 2.46485
H21 1.88331 -0.51786 4.29764
H22 -1.15260 -2.57047 0.66957
H23 -0.33109 -1.01226 0.29882
H24 -1.82968 -0.97812 1.25528
H25 -1.06054 -3.64199 3.65705
H26 0.04862 -2.81989 4.91988
H27 0.66917 -3.91926 3.66119
H28 -0.84766 -0.68380 5.20533
H29 -2.24604 -1.15659 4.06045
F1 3.87815 -4.84006 3.23810
C17 4.35626 -4.50458 2.04287
F2 5.54454 -3.99578 2.14770
C18 3.94940 -4.80671 0.91791
F3 1.58648 -2.41348 0.57419
F4 2.97698 -5.65618 0.70565
F5 4.77595 -4.76771 -0.13202
O1 -3.37507 1.59798 5.67047

Most stable structure: entry P